[1]
This record from the Open Molecules 2025 dataset describes 2 unconnected molecules or ions with the total composition C9H8ClO2S in a non-equilibrium geometry. The level of theory is ωB97M-V/def2-TZVPD.

Charge: -1
Energy relative to the best compared isomer or geometry (same formula, charge and spin) in kJ/mol: 112.5
Electronic energy in Ha: -1356.5985

```
21
Properties=species:S:1:pos:R:3:forces:R:3
C -2.895 -1.839 -0.695 0.54 0.66 0.38
C -2.218 -2.731 0.122 -0.05 0.12 -0.44
C -2.500 -0.488 -0.684 -2.40 -1.59 -0.86
C -1.170 -2.242 0.866 1.83 -0.73 2.46
C -1.477 -0.040 0.030 2.31 0.56 0.53
C -0.753 -0.892 0.842 -0.28 -1.13 -0.44
C 1.226 2.303 -1.109 2.26 -1.22 1.26
C 3.080 1.774 0.772 1.30 1.82 -1.03
C 2.002 1.260 -0.140 0.19 -1.39 0.09
O 0.045 2.420 -0.937 -1.25 1.02 -0.76
O 2.174 2.740 -1.792 -1.01 0.26 -0.02
S 0.621 -0.212 1.622 1.47 0.84 0.40
Cl 2.443 -0.218 -0.984 0.16 0.40 -0.09
H -3.643 -2.133 -1.386 -0.80 -0.39 -0.31
H -2.410 -3.804 0.169 -0.23 0.31 -0.16
H -3.107 0.232 -1.170 -0.36 0.48 -1.04
H -0.644 -2.966 1.584 -0.60 1.15 -1.21
H -0.969 0.886 -0.169 -0.75 0.78 0.22
H 4.089 2.096 0.263 -2.06 -0.90 0.29
H 3.366 1.149 1.574 0.02 -1.17 0.69
H 2.740 2.704 1.222 -0.29 0.13 0.05
```
Positions in Å, forces in eV/Å.

=====

[2]
This record from the Open Molecules 2025 dataset describes a molecular structure, C44H56F6N5O7P2S2Si2Tl in a non-equilibrium geometry. The level of theory is ωB97M-V/def2-TZVPD.

Charge: -2
Electronic energy in Ha: -5340.6680

```
125
Properties=species:S:1:pos:R:3:forces:R:3
Tl 1.042 -0.989 -0.288 -0.89 0.18 0.38
C -0.268 -1.600 -4.090 -0.11 -0.10 0.17
Si -1.572 -1.929 -2.750 -0.05 -0.11 -0.18
C -3.206 -2.123 -3.739 0.10 0.16 0.23
C -1.228 -3.638 -1.996 0.12 0.24 -0.19
N -1.478 -0.769 -1.529 -0.04 -0.16 -0.19
P -2.089 0.574 -0.922 0.58 0.83 0.76
C -1.431 1.335 0.462 -0.35 -1.52 0.00
P -1.533 0.417 1.909 0.48 0.75 -0.60
N -1.141 -1.132 1.989 -0.42 0.08 0.21
Si -1.753 -2.411 2.913 0.11 -0.06 0.15
C -3.113 -3.450 2.069 0.18 0.13 -0.01
C -2.489 -1.944 4.617 0.08 0.02 -0.21
C -0.335 -3.611 3.272 -0.19 0.05 0.02
C -0.461 1.336 3.100 -0.09 -0.05 -0.04
C 0.241 0.653 4.084 -0.05 0.02 -0.05
C 0.996 1.342 5.025 0.09 0.01 0.07
C 1.058 2.728 4.984 0.00 0.03 0.06
C 0.354 3.420 4.006 -0.01 0.07 -0.01
C -0.402 2.727 3.072 0.11 0.03 0.00
C -3.158 0.701 2.778 -0.04 -0.09 -0.25
C -4.232 -0.075 2.337 0.12 0.09 0.12
C -5.507 0.102 2.844 -0.04 -0.09 -0.04
C -5.736 1.056 3.826 -0.05 0.02 0.05
C -4.678 1.823 4.289 -0.02 0.05 0.02
C -3.402 1.655 3.765 -0.06 -0.12 -0.03
C -3.926 0.415 -0.859 0.11 -0.15 0.19
C -4.549 -0.828 -0.881 0.06 0.14 -0.11
C -5.923 -0.932 -0.711 -0.13 -0.06 0.05
C -6.682 0.205 -0.479 -0.01 -0.02 -0.01
C -6.062 1.448 -0.416 -0.03 0.05 -0.05
C -4.695 1.550 -0.608 -0.05 -0.02 -0.10
C -1.965 1.867 -2.234 0.20 -0.23 -0.15
C -1.137 2.970 -2.059 -0.10 0.11 0.00
C -0.926 3.864 -3.101 0.00 0.03 -0.08
C -1.531 3.653 -4.334 0.00 0.09 0.02
C -2.354 2.549 -4.518 -0.04 -0.03 -0.11
C -2.563 1.659 -3.476 0.05 0.09 0.11
H -0.278 -2.366 -4.871 -0.01 -0.04 0.02
H 0.722 -1.615 -3.634 0.07 0.01 -0.07
H -0.410 -0.628 -4.572 -0.12 0.02 0.02
H -3.207 -3.075 -4.278 0.11 -0.03 -0.01
H -3.323 -1.327 -4.479 0.02 0.01 -0.02
H -4.091 -2.107 -3.099 0.02 -0.03 -0.07
H -0.780 -4.310 -2.734 -0.01 -0.03 -0.01
H -2.127 -4.120 -1.605 -0.06 0.08 0.04
H -0.518 -3.533 -1.172 0.01 -0.07 0.02
H -4.116 -3.067 2.270 0.01 0.05 0.00
H -3.073 -4.484 2.422 -0.01 -0.03 0.02
H -2.962 -3.460 0.987 0.01 0.00 -0.03
H -3.408 -1.366 4.502 -0.02 -0.03 0.04
H -1.793 -1.328 5.192 0.03 -0.01 0.02
H -2.724 -2.833 5.210 0.04 -0.08 -0.03
H 0.246 -3.775 2.367 0.11 -0.07 -0.13
H -0.714 -4.578 3.616 0.03 -0.02 0.03
H 0.348 -3.225 4.033 0.00 0.06 0.01
H 0.174 -0.429 4.090 0.11 -0.02 0.03
H 1.537 0.807 5.798 0.00 -0.05 -0.04
H 1.642 3.271 5.720 0.01 -0.02 0.00
H 0.382 4.504 3.982 0.03 0.00 -0.01
H -0.959 3.252 2.305 0.02 -0.03 -0.06
H -4.033 -0.838 1.598 -0.14 -0.02 -0.03
H -6.324 -0.503 2.469 0.01 -0.02 0.01
H -6.732 1.199 4.230 0.00 -0.01 0.00
H -4.844 2.562 5.066 0.00 0.00 0.00
H -2.598 2.263 4.151 0.06 0.03 0.00
H -3.934 -1.709 -1.024 -0.06 0.00 0.06
H -6.407 -1.902 -0.745 0.04 -0.02 0.01
H -7.753 0.124 -0.329 0.00 -0.01 0.00
H -6.652 2.333 -0.206 0.02 0.01 -0.01
H -4.197 2.512 -0.550 -0.02 0.01 0.05
H -0.683 3.105 -1.083 -0.01 -0.03 0.02
H -0.283 4.726 -2.960 0.01 -0.01 0.03
H -1.372 4.354 -5.146 0.02 -0.02 -0.01
H -2.823 2.382 -5.482 -0.01 -0.01 0.01
H -3.194 0.786 -3.611 -0.01 0.02 -0.07
F 4.045 -6.153 1.844 -0.06 0.11 -0.06
C 3.860 -6.203 0.519 0.06 -0.01 -0.27
F 4.940 -6.794 -0.016 -0.09 0.11 0.02
F 2.804 -6.985 0.276 0.04 0.12 0.03
S 3.623 -4.473 -0.142 0.28 -0.85 0.47
O 2.427 -4.019 0.496 -0.31 0.19 0.02
O 4.858 -3.820 0.188 0.14 0.19 -0.05
N 3.490 -4.873 -1.669 -0.38 0.62 -0.11
S 3.067 -3.774 -2.723 0.74 0.22 -0.41
O 2.257 -2.685 -2.245 0.07 -0.32 0.15
O 2.722 -4.393 -3.965 -0.04 -0.24 0.02
C 4.687 -2.904 -3.116 -0.04 -0.13 -0.07
F 5.711 -3.768 -3.167 -0.11 0.05 0.04
F 4.972 -1.966 -2.211 -0.01 -0.06 0.04
F 4.614 -2.301 -4.313 -0.14 -0.04 0.09
O 5.369 4.460 0.455 0.11 0.01 0.05
C 4.975 4.408 -0.889 -0.24 -0.06 0.12
N 5.812 3.495 -1.651 0.11 0.04 -0.13
C 5.420 3.077 -2.922 0.52 0.30 0.36
O 6.168 3.205 -3.872 -0.13 -0.17 -0.08
C 4.088 2.447 -3.007 -0.64 -0.34 -0.39
C 3.233 2.754 -4.069 0.23 0.00 0.22
C 1.999 2.141 -4.135 -0.08 0.03 -0.10
C 1.648 1.232 -3.143 0.08 0.00 0.08
N 2.483 0.883 -2.168 -0.21 -0.14 -0.10
C 3.671 1.463 -2.113 0.36 0.23 0.05
H 5.201 3.599 0.859 -0.05 0.04 -0.03
H 5.080 5.437 -1.250 -0.01 -0.07 -0.02
H 3.932 4.099 -1.006 0.08 0.01 0.01
H 6.777 3.801 -1.669 0.00 0.04 -0.09
H 3.558 3.475 -4.809 -0.05 -0.01 -0.04
H 1.304 2.362 -4.934 -0.04 0.02 0.04
H 0.670 0.764 -3.119 -0.01 0.03 -0.05
H 4.339 1.116 -1.331 0.00 0.06 0.05
C 1.915 2.885 0.517 0.09 -0.26 0.09
C 3.006 2.164 1.293 -0.05 0.04 0.18
O 2.689 0.798 1.504 0.04 0.31 -0.13
C 3.806 0.066 1.975 0.05 -0.13 0.15
C 3.345 -1.208 2.662 -0.02 0.25 -0.06
H 1.822 3.916 0.860 -0.02 0.00 -0.01
H 0.961 2.372 0.659 -0.17 0.05 0.05
H 2.120 2.877 -0.551 -0.06 0.04 -0.08
H 3.147 2.640 2.276 0.05 -0.04 -0.04
H 3.965 2.220 0.749 -0.03 -0.09 0.02
H 4.370 0.689 2.685 0.04 -0.03 -0.07
H 4.470 -0.175 1.131 -0.02 0.06 0.00
H 2.497 -1.630 2.127 0.00 -0.15 0.00
H 3.032 -0.999 3.685 -0.07 -0.02 0.01
H 4.149 -1.943 2.666 0.00 -0.06 0.02
```
Positions in Å, forces in eV/Å.

=====

[3]
This record from the Open Molecules 2025 dataset describes 2 unconnected molecules or ions with the total composition C7H14O in a non-equilibrium geometry. The level of theory is ωB97M-V/def2-TZVPD.

SMILES: C/C=C/C.C=CCO
Charge: 0
Energy relative to the best compared isomer or geometry (same formula, charge and spin) in kJ/mol: 221.7
Electronic energy in Ha: -350.2750

```
22
Properties=species:S:1:pos:R:3:forces:R:3
C -2.188 -1.031 0.234 -0.41 0.30 -0.09
C -1.791 0.420 0.152 0.55 1.28 0.15
C -1.695 1.176 -0.960 -0.68 -0.13 0.19
C -1.421 2.681 -1.021 1.18 0.23 0.22
H -1.422 -1.646 0.707 0.27 -0.04 -0.35
H -3.045 -1.148 0.929 0.16 0.17 -0.58
H -2.460 -1.400 -0.777 0.20 -0.03 0.74
H -1.531 0.931 1.115 -0.45 -0.48 -0.72
H -1.853 0.682 -1.925 -0.09 0.13 0.20
H -1.316 3.075 0.033 -0.06 -0.26 -1.20
H -2.145 3.345 -1.586 0.44 -1.18 0.67
H -0.430 2.825 -1.566 -1.08 -0.01 0.77
C 2.160 -1.712 -1.035 -0.38 0.50 1.14
C 1.817 -0.736 -0.173 -0.47 -0.14 -1.09
C 1.964 -0.839 1.323 0.74 0.56 -0.64
O 3.101 -0.017 1.707 -0.29 -1.14 1.65
H 1.976 -1.720 -2.105 0.07 0.44 0.13
H 2.609 -2.617 -0.647 0.03 -0.13 0.06
H 1.347 0.193 -0.552 0.36 -0.60 0.24
H 1.125 -0.406 1.850 -0.70 -0.08 -0.13
H 2.045 -1.895 1.604 0.38 0.11 0.12
H 3.155 -0.158 2.693 0.21 0.48 -1.49
```
Positions in Å, forces in eV/Å.

=====

M? In order: 215.7 1267.6 114.2 g mol⁻¹.